Formula: CH3F3P
Source: the OMol25 dataset
Level of theory: wB97M-V/def2-TZVPD

Last column: natural (NBO) charge in e.
Cartesian coordinates (Å):
C -0.602 0.204 -0.687  -1.122
F 0.080 0.099 1.972  -0.468
F 2.022 0.454 0.640  -0.467
F 0.802 -1.639 0.318  -0.485
P 0.563 -0.129 0.553  2.542
H -0.467 0.747 -1.595  0.355
H -1.381 0.957 -0.331  0.341
H -1.017 -0.694 -0.871  0.305

total charge: +1
LUMO level: -4.697 eV
orbital gap: 15.314 eV
HOMO energy: -20.01 eV
E_tot: -18521.2208 eV